No. 1
Formula: C56H45IN2O4P3TeTl
Source: the OMol25 dataset
Level of theory: ωB97M-V with the def2-TZVPD basis set

Energy relative to the best compared isomer or geometry (same formula, charge and spin) (kJ/mol): 0.00
LUMO level (eV): 3.27
Spin multiplicity: 1
Maximum force (eV Å⁻¹): 1.20
Total charge: -2

Structure (XYZ):
```
113
Properties=species:S:1:pos:R:3:forces:R:3
Tl -0.7412 0.0317 0.8707 -0.08 -0.02 -0.21
Te 4.0224 3.0327 0.6737 0.11 0.01 0.00
C 4.9267 3.9165 -1.0457 -0.05 -0.10 -0.15
C 5.6999 3.1508 -1.9131 0.00 0.08 -0.12
C 6.1417 3.7106 -3.1021 0.02 -0.04 0.01
N 5.8751 4.9613 -3.4870 0.00 -0.04 0.04
C 5.1380 5.6872 -2.6483 -0.03 0.03 0.09
C 4.6502 5.2211 -1.4327 0.08 0.08 -0.10
C 2.5532 1.9507 -0.2793 -0.36 -0.34 0.90
P 2.2720 0.1180 0.1694 0.09 0.93 -0.74
C 3.9847 -0.4455 0.5379 -0.14 -0.13 0.18
C 4.4120 -0.3298 1.8613 -0.07 0.06 0.03
C 5.6570 -0.7753 2.2670 0.08 -0.01 -0.09
C 6.5204 -1.3542 1.3421 -0.08 0.04 0.01
C 6.1070 -1.4831 0.0247 0.00 0.03 0.03
C 4.8497 -1.0380 -0.3702 0.04 -0.05 -0.16
C 1.9764 -0.4656 -1.5897 0.20 -0.17 0.15
C 0.9331 -1.3280 -1.9224 -0.08 -0.05 0.08
C 0.6662 -1.6723 -3.2418 0.07 0.06 -0.04
C 1.4735 -1.1907 -4.2644 -0.01 0.00 0.10
C 2.5262 -0.3404 -3.9511 -0.03 0.01 0.04
C 2.7527 0.0330 -2.6337 0.01 0.11 -0.05
P 0.8758 2.5991 -0.1655 0.01 -0.04 -0.33
C 0.2479 2.5823 -1.9098 0.11 0.16 -0.03
C -1.0907 2.3050 -2.1651 -0.14 0.05 0.02
C -1.5829 2.2819 -3.4670 0.08 0.01 0.02
C -0.7342 2.5458 -4.5318 0.05 0.00 0.06
C 0.6086 2.8229 -4.2896 -0.03 -0.04 0.01
C 1.0932 2.8285 -2.9913 0.04 -0.11 -0.01
C 0.9088 4.4216 0.1224 -0.05 -0.09 0.14
C 0.9980 4.8511 1.4495 0.01 -0.04 0.04
C 0.9975 6.1959 1.7785 0.00 0.00 -0.07
C 0.8931 7.1553 0.7771 0.00 -0.02 -0.01
C 0.7857 6.7481 -0.5439 0.01 -0.07 0.04
C 0.7897 5.3934 -0.8652 0.06 0.05 -0.13
H 5.9367 2.1207 -1.6738 0.00 -0.01 0.01
H 6.7406 3.1178 -3.7872 0.01 0.01 -0.03
H 4.9093 6.7002 -2.9667 0.01 0.02 -0.02
H 4.0367 5.8646 -0.8123 -0.02 -0.02 -0.01
H 3.7474 0.1202 2.5924 -0.01 0.00 -0.01
H 5.9573 -0.6658 3.3024 0.01 -0.01 0.01
H 7.4990 -1.7046 1.6481 0.01 -0.01 0.00
H 6.7601 -1.9449 -0.7068 0.02 -0.01 0.00
H 4.5398 -1.1786 -1.3993 0.02 0.00 0.08
H 0.3109 -1.7530 -1.1425 0.05 0.01 -0.03
H -0.1731 -2.3203 -3.4623 -0.02 -0.01 -0.01
H 1.2730 -1.4613 -5.2944 0.00 0.00 -0.01
H 3.1525 0.0657 -4.7377 0.01 0.00 -0.01
H 3.5175 0.7673 -2.3995 -0.01 -0.03 -0.02
H -1.7687 2.1094 -1.3397 0.03 -0.01 0.01
H -2.6255 2.0486 -3.6433 -0.02 0.00 0.00
H -1.1104 2.5183 -5.5476 0.00 0.01 -0.01
H 1.2816 3.0144 -5.1175 0.01 0.00 -0.01
H 2.1478 2.9950 -2.7890 -0.01 0.02 -0.01
H 1.0674 4.1087 2.2369 0.00 -0.01 -0.01
H 1.0727 6.4957 2.8165 0.00 0.01 0.01
H 0.8863 8.2095 1.0270 0.00 0.01 0.01
H 0.6939 7.4826 -1.3351 0.00 0.02 -0.01
H 0.7042 5.0976 -1.9040 -0.01 0.01 0.05
O -5.6619 1.7130 1.6248 0.13 -0.07 0.07
C -5.0703 0.6357 1.4531 -0.37 0.16 -0.26
O -3.8643 0.3549 1.6593 0.17 -0.12 0.27
C -5.9397 -0.5318 0.9310 -0.13 0.18 0.26
C -7.3193 -0.4188 1.0760 -0.17 -0.09 -0.01
C -8.1712 -1.4702 0.7648 0.16 0.06 -0.01
C -7.6368 -2.6661 0.2967 0.12 0.11 0.02
C -6.2643 -2.7727 0.1199 -0.13 -0.18 -0.08
C -5.4104 -1.7119 0.4169 0.25 -0.18 -0.18
P -3.5894 -1.8122 0.1506 0.22 -0.14 0.37
C -3.1569 -2.8942 1.6065 -0.01 0.13 0.05
C -2.6895 -2.2921 2.7756 -0.10 -0.05 -0.05
C -2.3550 -3.0526 3.8884 -0.02 0.03 -0.02
C -2.4828 -4.4330 3.8598 0.00 0.04 -0.03
C -2.9574 -5.0464 2.7078 0.02 0.06 0.01
C -3.2893 -4.2828 1.5980 -0.05 -0.03 -0.07
C -3.3633 -3.0398 -1.1947 -0.02 0.02 -0.04
C -4.1861 -3.1122 -2.3161 -0.09 -0.05 -0.08
C -3.8105 -3.8512 -3.4321 0.01 -0.02 0.01
C -2.5969 -4.5225 -3.4552 -0.01 0.01 -0.01
C -1.7535 -4.4398 -2.3532 -0.05 0.04 0.03
C -2.1303 -3.7023 -1.2426 0.06 -0.08 -0.07
H -7.6884 0.5250 1.4553 -0.03 0.00 0.01
H -9.2423 -1.3643 0.8945 0.00 0.01 0.02
H -8.2786 -3.5098 0.0710 -0.01 0.00 -0.01
H -5.8527 -3.7055 -0.2536 0.00 0.07 0.02
H -2.6290 -1.2146 2.8158 0.00 0.06 -0.02
H -1.9886 -2.5550 4.7791 0.01 0.00 0.01
H -2.2146 -5.0268 4.7256 0.01 0.00 0.00
H -3.0655 -6.1239 2.6687 0.00 -0.01 0.00
H -3.6483 -4.7841 0.7062 0.00 0.02 0.02
H -5.1321 -2.5802 -2.3260 0.06 -0.02 0.00
H -4.4705 -3.8945 -4.2903 -0.01 0.00 -0.02
H -2.2994 -5.0892 -4.3289 -0.01 -0.01 -0.01
H -0.7891 -4.9324 -2.3621 0.02 -0.01 0.00
H -1.4469 -3.6320 -0.4021 0.01 0.03 0.02
I -3.3231 0.5431 6.6877 -0.16 0.00 0.10
C -1.5791 0.4471 5.5697 0.07 0.08 -0.32
C -0.4070 -0.0412 6.1215 -0.02 -0.07 0.18
C 0.7231 -0.1187 5.3293 0.10 0.04 -0.23
C 0.6350 0.3017 4.0081 -0.02 -0.07 0.23
N -0.4912 0.7822 3.4932 -0.02 0.04 -0.17
C -1.5911 0.8538 4.2386 0.06 -0.12 0.20
H -0.3852 -0.3735 7.1516 0.00 0.01 0.00
H 1.6539 -0.5138 5.7130 -0.01 -0.01 0.02
H 1.4767 0.2275 3.3275 -0.01 0.01 0.00
H -2.4958 1.1997 3.7459 0.01 0.01 -0.02
C 1.6078 -4.7249 0.9387 0.07 0.00 -0.06
O 2.2678 -3.5300 0.5355 -0.20 0.11 0.14
C 1.6612 -2.2822 0.8465 0.29 -0.32 -0.08
O 0.6031 -2.3396 1.4719 -0.11 0.02 0.04
H 2.3289 -5.3590 1.4608 -0.02 -0.03 0.00
H 1.2519 -5.2581 0.0511 -0.04 -0.02 0.02
H 0.7636 -4.5074 1.5927 -0.02 -0.01 0.01
```
Positions in Å, forces in eV/Å.

No. 2
Formula: C12H19NO2
Source: the OMol25 dataset
Level of theory: ωB97M-V with the def2-TZVPD basis set

Energy relative to the best compared isomer or geometry (same formula, charge and spin) (kJ/mol): 204.59
LUMO level (eV): 0.73
SMILES: CCN(C)C(C)=O.Cc1ccc(O)cc1
Spin multiplicity: 1
Maximum force (eV Å⁻¹): 3.91

Structure (XYZ):
```
34
Properties=species:S:1:pos:R:3:forces:R:3
C -2.9172 1.0267 1.1433 2.55 -0.11 0.23
C -1.3551 1.2406 0.6467 -3.52 1.03 -0.33
N -0.3882 1.5797 1.6727 0.09 -1.46 2.44
C 0.2230 0.3563 2.2529 -1.21 -1.41 -0.98
C -0.4262 2.5263 2.7512 -2.13 2.18 -2.44
C -1.5359 3.6380 2.6930 2.61 -0.08 1.27
O 0.4490 2.6713 3.5521 0.79 -1.08 0.68
H -3.2285 1.8139 1.8375 -0.24 -0.22 -0.50
H -2.8910 0.0893 1.7002 -0.30 -0.04 0.07
H -3.5429 0.8958 0.2663 -0.18 0.23 0.05
H -1.1895 0.2751 0.1276 0.87 0.74 0.51
H -1.3985 2.0256 -0.1338 0.25 -0.29 0.39
H -0.3720 -0.5872 1.9619 1.46 1.29 -0.93
H 1.2629 0.4690 1.9790 0.32 -1.25 0.45
H 0.0002 0.1790 3.2916 0.72 1.07 0.87
H -0.9057 4.5472 2.5519 -0.64 -0.47 -0.75
H -2.2019 3.3849 1.8950 -0.82 0.73 0.06
H -1.8518 3.8724 3.7460 -0.57 -0.89 -1.15
C 1.3624 -4.3014 -2.2934 -1.33 -0.94 -0.77
C 1.1211 -2.8454 -2.0896 -0.48 1.01 -0.90
C 1.5034 -2.1623 -0.9518 0.93 -1.02 -0.63
C 1.8931 -0.8306 -1.0063 -0.24 -0.06 0.47
C 1.5538 -0.0329 -2.0838 -0.60 -1.62 -0.97
O 1.6807 1.3081 -2.1129 0.36 0.62 -0.07
C 1.0072 -0.6872 -3.2274 0.12 0.08 1.41
C 0.7743 -2.0528 -3.2130 -0.17 -0.41 -0.30
H 0.7276 -4.6601 -3.1418 0.44 0.23 0.53
H 1.0867 -4.9495 -1.4505 0.45 0.26 -0.01
H 2.3964 -4.4564 -2.6307 -0.18 -0.09 0.42
H 1.7144 -2.7785 -0.0864 0.34 0.22 0.19
H 2.6023 -0.5570 -0.2451 -0.35 0.88 0.53
H 1.7740 1.6511 -1.2162 0.10 -0.10 -0.07
H 0.8062 -0.1108 -4.0964 -0.36 0.48 -0.53
H 0.2656 -2.5382 -4.0898 0.92 0.50 0.79
```
Positions in Å, forces in eV/Å.

No. 3
Formula: C8H32CaN11O11
Source: the OMol25 dataset
Level of theory: ωB97M-V with the def2-TZVPD basis set

Energy relative to the best compared isomer or geometry (same formula, charge and spin) (kJ/mol): 85.27
LUMO level (eV): -4.00
Spin multiplicity: 1
Maximum force (eV Å⁻¹): 2.69
Total charge: +1

Structure (XYZ):
```
63
Properties=species:S:1:pos:R:3:forces:R:3
Ca -3.5451 -1.2076 0.7403 2.68 -0.13 0.24
N -0.4106 0.1629 -0.5869 0.17 0.63 -0.42
O -0.0717 -0.4966 -1.5623 -0.44 -0.68 0.33
O -1.2649 -0.2437 0.2419 -0.55 -0.26 -0.10
O 0.1095 1.2789 -0.4025 -0.07 0.20 0.57
C -0.8303 4.6036 -0.3481 1.05 -0.17 0.30
O -1.6289 3.6121 0.3090 0.01 0.18 -0.05
H -0.4039 5.3045 0.3750 -0.43 0.13 0.08
H 0.0577 4.1225 -0.7717 -0.20 0.03 -0.31
H -1.3510 5.1448 -1.1330 -0.30 -0.12 0.07
H -1.1642 2.7873 0.1395 0.00 -0.30 -0.29
C 1.2146 -1.6794 -4.9320 -0.01 0.53 -0.72
O 1.3252 -1.8239 -3.5306 -0.19 -0.59 0.33
H 1.9628 -0.9724 -5.3012 0.02 -0.03 0.00
H 1.3748 -2.6281 -5.4437 0.12 -0.15 0.34
H 0.2424 -1.3079 -5.2687 -0.06 0.01 0.29
H 0.7846 -1.1730 -3.0732 0.07 -0.03 -0.31
C 2.1352 -0.7213 2.0854 0.47 0.03 -1.12
O 1.0811 0.0772 2.5750 -0.18 -0.06 0.13
H 2.2234 -1.6204 2.6899 0.13 0.04 0.16
H 2.0087 -1.0194 1.0303 -0.46 -0.16 0.22
H 3.0913 -0.1918 2.0130 -0.04 0.08 0.63
H 0.6063 0.4701 1.8358 0.01 0.10 0.01
C -1.4534 -3.0150 2.8512 1.32 -0.47 1.11
O -2.2183 -2.4303 2.0873 -0.97 -0.22 -0.01
N -0.1657 -3.2619 2.5091 -0.86 0.41 -0.42
N -1.8010 -3.4510 4.1010 -0.08 0.51 -1.62
H 0.1407 -2.7855 1.6769 0.38 -0.09 0.08
H 0.4684 -3.7428 3.1180 0.16 0.06 -0.11
H -2.7853 -3.4429 4.2872 0.10 -0.10 0.69
H -1.0591 -3.7082 4.7229 -0.46 -0.22 0.46
C 3.4786 2.5404 0.3275 1.11 -0.74 0.26
O 4.6437 2.8039 0.5732 -0.28 0.21 -0.10
N 2.4283 3.2132 0.8776 -0.40 0.39 -0.01
N 3.1177 1.4955 -0.4813 -1.05 0.07 -0.22
H 2.6406 3.9118 1.5650 0.12 -0.01 0.00
H 1.4883 2.8635 0.8347 0.02 -0.08 -0.03
H 2.1315 1.3289 -0.6287 0.16 -0.11 -0.12
H 3.7742 0.8535 -0.8795 0.37 0.21 0.15
C -1.8935 -4.0052 -0.9379 0.83 -0.46 0.52
O -2.5676 -3.0398 -0.5642 -0.61 0.90 -0.04
N -0.9190 -3.9714 -1.8707 -0.55 -0.33 0.09
N -2.0288 -5.2078 -0.2852 -0.31 0.95 -0.33
H -0.5213 -4.8685 -2.0851 0.47 0.25 -0.15
H -0.4235 -3.1370 -2.1495 -0.29 0.18 -0.21
H -2.5844 -5.1319 0.5456 -0.26 -0.58 -0.10
H -1.7363 -6.0805 -0.6805 0.04 -0.13 0.24
C 0.4317 2.3082 -3.9988 -0.36 0.37 -0.16
O -0.6150 1.7957 -4.3733 0.04 -0.02 0.24
N 1.3588 1.6111 -3.2863 -0.12 -0.45 -0.16
N 0.7219 3.6229 -4.2521 0.25 -0.65 0.16
H 2.2593 1.9384 -2.9915 -0.07 0.22 0.06
H 0.9970 0.7515 -2.9046 0.32 0.17 0.02
H -0.0135 4.1756 -4.6471 0.15 0.17 -0.12
H 1.5793 4.0064 -3.9034 -0.14 0.41 -0.07
C -2.2449 0.8970 3.3156 0.24 0.27 -0.30
O -2.8995 0.2193 2.5021 -1.04 -0.11 -0.32
N -1.4826 1.9382 2.9051 -0.64 -1.16 0.42
N -2.2698 0.6203 4.6412 0.12 0.05 -0.38
H -1.6716 2.1966 1.9498 0.34 0.62 0.05
H -1.2445 2.6086 3.6139 0.16 0.38 -0.39
H -3.0870 0.1668 5.0027 0.21 -0.25 0.18
H -1.5212 0.9340 5.2312 -0.21 0.09 0.24
```
Positions in Å, forces in eV/Å.

No. 4
Formula: C2HF3
Source: the OMol25 dataset
Level of theory: ωB97M-V with the def2-TZVPD basis set

Energy relative to the best compared isomer or geometry (same formula, charge and spin) (kJ/mol): 17.84
LUMO level (eV): 0.93
SMILES: FC=C(F)F
Spin multiplicity: 1
Maximum force (eV Å⁻¹): 2.06

Structure (XYZ):
```
6
Properties=species:S:1:pos:R:3:forces:R:3
F 1.8312 -0.4924 -0.1505 -0.64 0.66 -0.16
C 0.7088 0.0580 -0.6791 -1.00 -0.49 1.73
C -0.4304 0.1399 0.0150 1.50 -0.29 -1.15
F -1.6073 0.4340 -0.4981 0.17 0.39 -0.01
F -0.4925 -0.1276 1.2715 -0.47 -0.53 1.40
H 0.7474 0.4862 -1.6210 0.45 0.25 -1.81
```
Positions in Å, forces in eV/Å.

No. 5
Formula: C4H5N3O
Source: the OMol25 dataset
Level of theory: ωB97M-V with the def2-TZVPD basis set

Energy relative to the best compared isomer or geometry (same formula, charge and spin) (kJ/mol): 571.48
LUMO level (alpha / beta) (eV): -0.64 / -0.64
SMILES: [H]/N=C(\NO)C(=C)C#N
Spin multiplicity: 1
Maximum force (eV Å⁻¹): 4.19

Structure (XYZ):
```
13
Properties=species:S:1:pos:R:3:forces:R:3
H -0.5688 2.3172 -1.0586 -0.13 -0.14 0.19
N -1.0802 1.4687 -0.8045 0.57 -0.76 0.96
C -0.4291 0.7345 -0.0039 3.82 1.05 -0.35
N 1.1220 0.9555 0.3193 -2.30 0.80 -1.23
O 1.9674 1.0314 -0.8178 -0.32 0.29 -0.48
C -0.6510 -0.6324 0.4681 0.69 -0.25 -1.09
C -1.4528 -1.4936 -0.1716 -0.06 -0.02 0.72
C 0.5296 -1.0655 1.2351 -1.54 -2.39 3.08
N 1.0247 -1.6552 2.1228 -0.20 1.33 -2.03
H 1.7310 0.8758 1.1323 -0.93 -0.10 -0.20
H 1.3763 1.1706 -1.5797 0.30 -0.04 0.41
H -2.0658 -1.1834 -1.0124 -0.13 0.15 0.39
H -1.5034 -2.5235 0.1710 0.23 0.06 -0.35
```
Positions in Å, forces in eV/Å.

No. 6
Formula: C6H10O
Source: the OMol25 dataset
Level of theory: ωB97M-V with the def2-TZVPD basis set

Energy relative to the best compared isomer or geometry (same formula, charge and spin) (kJ/mol): 129.88
LUMO level (eV): 1.10
SMILES: C=COC/C=C\C
Spin multiplicity: 1
Maximum force (eV Å⁻¹): 0.24

Structure (XYZ):
```
17
Properties=species:S:1:pos:R:3:forces:R:3
C -0.4197 2.0636 -1.3755 -0.07 -0.08 0.05
C -1.0498 1.1513 -0.6452 0.07 0.21 -0.04
O -1.0420 -0.1642 -0.9935 0.08 0.11 -0.08
C -1.3030 -1.0684 0.0705 -0.08 -0.18 0.12
C -0.3590 -0.9466 1.2440 0.19 0.06 0.04
C 0.9486 -0.6842 1.2109 -0.14 -0.07 0.06
C 1.8443 -0.5260 0.0166 -0.04 0.00 -0.06
H -0.4640 3.1127 -1.1090 -0.05 -0.16 -0.02
H 0.1403 1.7672 -2.2570 -0.05 0.06 0.11
H -1.6190 1.4002 0.2529 0.10 -0.05 -0.14
H -1.2485 -2.0602 -0.3910 -0.01 0.11 0.11
H -2.3364 -0.9314 0.4247 0.16 0.01 -0.06
H -0.8279 -1.0724 2.2191 0.07 0.04 -0.12
H 1.4515 -0.5880 2.1736 -0.08 -0.05 -0.10
H 2.6813 -1.2301 0.1029 -0.11 0.11 -0.04
H 2.2776 0.4812 -0.0170 -0.09 -0.14 0.03
H 1.3256 -0.7048 -0.9271 0.06 0.02 0.15
```
Positions in Å, forces in eV/Å.

The highest maximum force belongs to which entry?
C4H5N3O

What is the formula in the third record?
C8H32CaN11O11